Density functional theory data (ωB97M-V/def2-TZVPD) for a molecular structure, C12H14BrIMnN2 at a distorted geometry.

Calculated values
LUMO (alpha / beta) (eV): -10.49 / -9.49
Total charge: +2
Spin multiplicity: 4
HOMO (alpha / beta) (eV): -16.372 / -16.583
Total energy (eV): -125097.230
<S²>: 4.01

```
31
C12H14BrIMnN2 | OMol25 | ωB97M-V/def2-TZVPD
C 0.19063 0.81738 1.96488
C 0.20894 -0.66741 1.96904
H 1.22061 1.14607 1.91084
H -0.30704 1.20425 2.88375
H -0.29407 1.33862 1.12934
H 0.36949 -1.34954 1.09832
H 1.10450 -0.94367 2.54529
H -0.72799 -1.05028 2.36527
C 0.06018 2.63036 -1.68102
C 0.14997 3.43259 -2.81999
C 0.06093 2.84688 -4.08741
C -0.08800 1.48857 -4.27864
H 0.21959 3.02730 -0.67287
H 0.30485 4.48126 -2.69109
H 0.10785 3.45520 -4.96127
H -0.15837 1.01421 -5.23892
N -0.17168 1.29580 -1.86863
C -0.20860 0.71549 -3.11190
C -0.34480 -0.72847 -3.11504
N -0.35061 -1.32024 -1.88428
C -0.43973 -2.67226 -1.65211
C -0.57278 -2.86878 -4.04938
C -0.56354 -3.46347 -2.79383
H -0.36544 -3.04749 -0.63037
H -0.61718 -4.52898 -2.66296
C -0.44561 -1.50652 -4.26834
H -0.44459 -1.02553 -5.23091
H -0.67962 -3.46423 -4.92812
Mn -0.01626 -0.07882 -0.67462
I 2.61425 -0.15216 -0.49760
Br -2.26917 0.07498 0.14377
```

=====

Density functional theory data (ωB97M-V/def2-TZVPD) for a molecular structure, C12H14CdF6NO10S2 at a distorted geometry.

Calculated values
LUMO (eV): 1.84
Total charge: -1
HOMO (eV): -4.196
Total energy (eV): -77175.161
ΔE to the lowest compared entry with this formula, charge and spin (kJ/mol): 0.00

```
46
C12H14CdF6NO10S2 | OMol25 | ωB97M-V/def2-TZVPD
Cd -0.07806 0.30373 0.09447
C -3.26159 1.70280 -2.29392
C -2.28679 1.45146 -1.31307
C -1.71320 2.61174 -0.44556
O -0.73803 2.30607 0.31871
C -2.11539 3.89249 -0.75639
C -3.01557 4.16906 -1.79877
C -3.70756 3.00581 -2.51632
O -4.62862 3.24965 -3.31267
O -3.20191 5.32952 -2.17737
O -1.76464 0.31620 -1.08447
H -3.69295 0.85115 -2.79876
H -1.79584 4.68771 -0.09167
C 1.30009 -3.78527 0.98029
F 2.46549 -3.26399 0.65306
F 1.25715 -5.06893 0.76055
F 1.10763 -3.56157 2.27361
S -0.05679 -2.88311 -0.04920
O 0.67322 -2.34155 -1.16155
O -1.06587 -3.85660 -0.35760
N -0.53983 -1.49816 0.85010
S -1.83863 -2.08273 1.63935
O -3.05438 -1.90573 0.88132
O -1.67294 -3.34726 2.33566
C -1.88385 -0.84555 3.05452
F -0.65047 -0.69069 3.56802
F -2.21497 0.35221 2.56220
F -2.70606 -1.23718 3.99783
C 1.46213 0.14574 -3.46352
C 2.23636 0.23220 -2.15173
O 1.45098 0.98327 -1.19904
H 1.29644 1.18118 -3.75697
H 0.53299 -0.39901 -3.30664
H 2.03562 -0.37778 -4.22813
H 3.18082 0.76041 -2.30401
H 2.48696 -0.72935 -1.70668
H 1.81996 1.85841 -1.05724
C 3.55733 -0.54555 2.01667
C 2.09209 -0.27497 2.38951
O 1.53283 0.70924 1.51143
H 4.26964 0.27178 2.12052
H 3.54889 -0.81612 0.95710
H 3.90560 -1.40059 2.59825
H 2.09440 0.16659 3.39470
H 1.54799 -1.19489 2.54803
H 1.82931 1.56816 1.82540
```

=====

Density functional theory data (ωB97M-V/def2-TZVPD) for 2 unconnected molecules or ions with the total composition C12H14N at a distorted geometry.

Calculated values
LUMO (eV): -4.50
Total charge: +1
HOMO (eV): -11.951
Total energy (eV): -14150.953
ΔE to the lowest compared entry with this formula, charge and spin (kJ/mol): 346.68

```
27
C12H14N | OMol25 | ωB97M-V/def2-TZVPD
C 3.67592 0.03105 -0.56258
C 2.82127 -0.81389 -1.33130
C 3.01219 0.80711 0.34037
C 1.48651 -0.84987 -1.05389
C 1.66716 0.70933 0.61175
C -3.18483 0.30234 -0.30783
C -2.29001 1.38578 -0.60608
C -2.71724 -0.92980 -0.29833
C -0.97612 1.26426 -0.33417
C -1.20114 -1.28006 -0.50289
C -0.47455 -0.08503 0.10800
C -0.85022 -0.06154 2.19780
N 0.90729 -0.11543 -0.08717
H 4.70744 0.33906 -0.79022
H 3.17435 -1.31737 -2.21394
H 3.39964 1.67764 0.72640
H 0.83285 -1.47981 -1.61059
H 1.38609 1.31480 1.37608
H -4.19797 0.44869 -0.04863
H -2.69025 2.34579 -0.84657
H -3.46207 -1.73978 -0.24768
H -0.23236 2.01989 -0.52860
H -0.95178 -2.03100 0.27105
H -1.11272 -1.68924 -1.50519
H -1.14841 -1.08186 2.37305
H -1.66814 0.68034 2.12340
H 0.08711 0.14862 2.74775
```

=====

Density functional theory data (ωB97M-V/def2-TZVPD) for C12H14N2O2 in the gas phase at a distorted geometry.

Calculated values
LUMO (eV): 0.43
Total charge: 0
HOMO (eV): -9.506
Total energy (eV): -19745.794
ΔE to the lowest compared entry with this formula, charge and spin (kJ/mol): 147.36

```
30
C12H14N2O2 | OMol25 | ωB97M-V/def2-TZVPD
O 0.37214 -0.07040 -2.17666
O -0.33720 -0.40854 2.03628
N -3.12230 2.92197 1.09930
C 0.31711 -0.09349 -0.96634
C 0.09448 -0.19715 0.90927
C -3.65568 3.26183 -0.08643
C -2.11118 2.02176 1.10188
C -3.16022 2.79195 -1.29219
C -2.07466 1.95611 -1.29759
C -1.52322 1.53572 -0.08601
N -0.38981 0.67489 -0.04869
C 1.02859 -3.54292 0.77413
C 3.02566 0.49547 0.18681
C 0.49165 -2.52045 -0.30122
C 2.55220 -0.95766 0.14774
C 0.97248 -1.07759 -0.00744
H -4.46677 3.96918 -0.09630
H -1.72199 1.67562 2.06439
H -3.64875 3.10488 -2.19825
H -1.69156 1.60810 -2.25572
H 0.55844 -4.53741 0.55361
H 0.71194 -3.17959 1.74486
H 2.11296 -3.62339 0.80075
H 2.69533 1.08267 -0.70075
H 4.12337 0.44509 0.24142
H 2.62822 0.96424 1.09360
H -0.59857 -2.54231 -0.36279
H 0.84777 -2.85283 -1.31410
H 2.85288 -1.47409 1.07082
H 3.11670 -1.43164 -0.63437
```

=====

Density functional theory data (ωB97M-V/def2-TZVPD) for C12H14N2O2 in the gas phase.

Calculated values
LUMO (eV): 0.76
Total charge: 0
HOMO (eV): -8.154
Total energy (eV): -19745.427
SMILES string: COc1ccc(OCCn2ccnc2)cc1
ΔE to the lowest compared entry with this formula, charge and spin (kJ/mol): 182.76

```
30
C12H14N2O2 | OMol25 | ωB97M-V/def2-TZVPD
C -5.50393 -0.82397 -0.35498
O -4.27118 -1.38924 0.01709
C -3.17963 -0.57446 0.09023
C -3.17754 0.79037 -0.17953
C -2.00509 1.51360 -0.07612
C -0.81186 0.90340 0.29727
O 0.27643 1.73678 0.37968
C 1.54668 1.18964 0.61415
C 2.12355 0.50870 -0.64445
N 3.37541 -0.12796 -0.35804
C 4.59674 0.48070 -0.26276
C 5.47753 -0.49522 0.10224
N 4.82719 -1.67973 0.23895
C 3.57919 -1.42891 -0.03649
C -0.81404 -0.46053 0.56999
C -1.98576 -1.18430 0.46682
H -5.46296 -0.39456 -1.36145
H -6.21926 -1.64485 -0.34391
H -5.82556 -0.05541 0.35548
H -4.07978 1.30361 -0.47123
H -1.99650 2.57231 -0.28100
H 2.17692 2.03857 0.89456
H 1.53568 0.47986 1.45141
H 1.41674 -0.24291 -1.00742
H 2.26010 1.26122 -1.42666
H 4.72844 1.52309 -0.46756
H 6.53264 -0.42307 0.27237
H 2.79186 -2.15665 -0.03047
H 0.08217 -0.97829 0.87390
H -1.99418 -2.24177 0.67793
```

=====

Density functional theory data (ωB97M-V/def2-TZVPD) for C12H14N2O2S in the gas phase.

Calculated values
LUMO (eV): 0.76
Total charge: 0
HOMO (eV): -8.407
Total energy (eV): -30583.064
SMILES string: CCCCOC(=O)Nc1nc2ccccc2s1
ΔE to the lowest compared entry with this formula, charge and spin (kJ/mol): 0.00

```
31
C12H14N2O2S | OMol25 | ωB97M-V/def2-TZVPD
C 3.76003 0.73383 -1.29950
C 3.55886 -0.77380 -1.40242
C 4.05901 -1.53816 -0.17511
C 3.29630 -1.21407 1.10779
O 1.92511 -1.61009 1.00313
C 1.02049 -0.63661 0.86423
O 1.23636 0.54748 0.89047
N -0.22563 -1.18125 0.69604
C -1.35939 -0.42875 0.54426
N -2.52165 -0.95030 0.40224
C -3.48060 0.01630 0.26633
C -4.84269 -0.20873 0.09631
C -5.68493 0.87651 -0.02608
C -5.19182 2.17826 0.01820
C -3.84210 2.42199 0.18644
C -2.98987 1.33896 0.31014
S -1.25712 1.32673 0.53241
H 3.11250 1.16384 -0.54015
H 4.79425 0.96564 -1.05348
H 3.51908 1.20623 -2.24879
H 4.09813 -1.15038 -2.27475
H 2.49872 -0.98853 -1.55666
H 3.97482 -2.61061 -0.36335
H 5.11075 -1.30395 -0.00118
H 3.70924 -1.78209 1.94563
H 3.33967 -0.14570 1.33334
H -0.33180 -2.18621 0.69774
H -5.21209 -1.22106 0.06391
H -6.74454 0.71639 -0.15831
H -5.87345 3.00964 -0.08021
H -3.45567 3.42849 0.22141
```

=====

Density functional theory data (ωB97M-V/def2-TZVPD) for a gas-phase ion, C12H14N3 (charge +1) at a distorted geometry.

Calculated values
LUMO (eV): -3.57
Total charge: +1
HOMO (eV): -11.613
Total energy (eV): -17130.837
ΔE to the lowest compared entry with this formula, charge and spin (kJ/mol): 306.14

```
29
C12H14N3 | OMol25 | ωB97M-V/def2-TZVPD
C -4.56585 -0.19744 -0.21082
C -3.87058 -1.40192 -0.25287
C -3.97235 1.05080 0.09110
C -2.50567 -1.36851 -0.12718
C -2.57998 1.08359 0.23831
C 0.35618 -0.95602 -0.54447
C -1.88325 -0.13124 0.06959
C -0.47463 -0.13223 0.12301
C 2.59900 0.08094 -0.16745
C 4.52444 -1.20292 0.69474
C 3.99291 -0.29429 -0.14698
C 0.86788 1.90979 0.51457
N 0.15264 0.89299 0.94354
N 1.77336 -0.91789 -0.41824
N 0.68736 2.29609 -0.76552
H -5.63401 -0.18415 -0.18955
H -4.45433 -2.24465 -0.46566
H -4.60082 1.98271 0.05674
H -1.91931 -2.24162 0.04212
H -2.03549 1.99533 0.66668
H 0.24272 -1.87257 -1.22624
H 5.54701 -1.48706 0.78433
H 3.82809 -1.77293 1.35639
H 4.81956 0.15066 -0.84342
H 1.58309 2.38191 1.11340
H -0.31826 0.94492 1.83913
H 2.29162 -1.77330 -0.51188
H 1.14586 3.16621 -1.01355
H 0.03814 1.66565 -1.31504
```

=====

Among the records above, which one has the highest total charge? C12H14BrIMnN2

=====

Copy entry 2 word for word.
Density functional theory data (ωB97M-V/def2-TZVPD) for a molecular structure, C12H14CdF6NO10S2 at a distorted geometry.

Calculated values
LUMO (eV): 1.84
Total charge: -1
HOMO (eV): -4.196
Total energy (eV): -77175.161
ΔE to the lowest compared entry with this formula, charge and spin (kJ/mol): 0.00

```
46
C12H14CdF6NO10S2 | OMol25 | ωB97M-V/def2-TZVPD
Cd -0.07806 0.30373 0.09447
C -3.26159 1.70280 -2.29392
C -2.28679 1.45146 -1.31307
C -1.71320 2.61174 -0.44556
O -0.73803 2.30607 0.31871
C -2.11539 3.89249 -0.75639
C -3.01557 4.16906 -1.79877
C -3.70756 3.00581 -2.51632
O -4.62862 3.24965 -3.31267
O -3.20191 5.32952 -2.17737
O -1.76464 0.31620 -1.08447
H -3.69295 0.85115 -2.79876
H -1.79584 4.68771 -0.09167
C 1.30009 -3.78527 0.98029
F 2.46549 -3.26399 0.65306
F 1.25715 -5.06893 0.76055
F 1.10763 -3.56157 2.27361
S -0.05679 -2.88311 -0.04920
O 0.67322 -2.34155 -1.16155
O -1.06587 -3.85660 -0.35760
N -0.53983 -1.49816 0.85010
S -1.83863 -2.08273 1.63935
O -3.05438 -1.90573 0.88132
O -1.67294 -3.34726 2.33566
C -1.88385 -0.84555 3.05452
F -0.65047 -0.69069 3.56802
F -2.21497 0.35221 2.56220
F -2.70606 -1.23718 3.99783
C 1.46213 0.14574 -3.46352
C 2.23636 0.23220 -2.15173
O 1.45098 0.98327 -1.19904
H 1.29644 1.18118 -3.75697
H 0.53299 -0.39901 -3.30664
H 2.03562 -0.37778 -4.22813
H 3.18082 0.76041 -2.30401
H 2.48696 -0.72935 -1.70668
H 1.81996 1.85841 -1.05724
C 3.55733 -0.54555 2.01667
C 2.09209 -0.27497 2.38951
O 1.53283 0.70924 1.51143
H 4.26964 0.27178 2.12052
H 3.54889 -0.81612 0.95710
H 3.90560 -1.40059 2.59825
H 2.09440 0.16659 3.39470
H 1.54799 -1.19489 2.54803
H 1.82931 1.56816 1.82540
```